1.
Here is C8H32InN16O8 as an isolated structure at a distorted geometry from OMol25. Energies are from ωB97M-V/def2-TZVPD.

Properties
F_max, eV/A: 2.5
Net charge: +3
Lowest unoccupied orbital energy, eV: -12.52
Orbital gap, eV: 4.735
Energy, Ha: -1991.50832
Energy above the lowest of the compared OMol25 structures with the same formula, charge and spin, kcal per mole: 3.06

```
65
C8H32InN16O8 (ωB97M-V/def2-TZVPD)
In -0.404 0.033 0.463
C -3.923 -1.543 1.371
O -3.107 -1.026 0.563
N -3.892 -1.262 2.697
N -4.695 -2.553 0.934
H -3.345 -0.417 2.792
H -4.811 -1.285 3.125
H -5.328 -2.901 1.638
H -4.656 -2.861 -0.019
C -2.068 -1.008 -3.159
O -1.385 -0.796 -2.140
N -1.907 -2.113 -3.911
N -3.047 -0.171 -3.611
H -2.406 -2.139 -4.779
H -1.378 -2.903 -3.598
H -3.538 -0.543 -4.399
H -3.309 0.621 -3.056
C -1.163 3.781 1.600
O -0.598 2.733 1.233
N -0.602 4.601 2.520
N -2.361 4.172 1.101
H 0.305 4.258 2.790
H -1.137 5.243 3.075
H -2.821 4.993 1.447
H -2.739 3.386 0.598
C -0.909 -3.975 0.427
O -0.914 -2.748 0.102
N -1.697 -4.374 1.402
N -0.105 -4.887 -0.184
H -2.257 -3.709 1.907
H -1.762 -5.321 1.744
H -0.229 -5.782 0.263
H 0.766 -4.609 -0.597
C 1.675 1.103 3.814
O 1.055 0.469 2.949
N 1.734 0.635 5.074
N 2.506 2.162 3.609
H 1.275 -0.216 5.352
H 2.201 1.049 5.865
H 2.549 2.588 2.700
H 3.359 2.239 4.136
C 1.699 -1.807 -2.293
O 1.463 -0.889 -1.473
N 0.902 -2.882 -2.420
N 2.760 -1.701 -3.115
H 1.061 -3.566 -3.137
H 0.167 -2.891 -1.722
H 3.395 -1.006 -2.746
H 3.087 -2.586 -3.471
C 3.507 0.990 0.349
O 2.289 0.997 0.550
N 4.270 2.143 0.266
N 4.297 -0.077 0.086
H 4.832 2.195 -0.570
H 3.767 3.001 0.438
H 3.897 -0.997 0.012
H 5.291 0.049 0.140
C 0.782 2.656 -2.180
O 0.064 1.746 -1.711
N 0.665 3.063 -3.454
N 1.697 3.243 -1.393
H 1.050 3.953 -3.722
H -0.078 2.639 -3.983
H 1.861 2.925 -0.456
H 2.345 3.879 -1.830
```

These are the natural (NBO) partial charges, in e, on atoms 1 to 5: 1.858 0.772 -0.668 -0.806 -0.789

=====

2.
Here is an isolated molecule of C8H14N2 at a distorted geometry from OMol25. Energies are from ωB97M-V/def2-TZVPD.

Properties
F_max, eV/A: 2.1
Lowest unoccupied orbital energy (spin up / spin down), eV: 0.59 / 0.53
Orbital gap (spin up / spin down), eV: 7.408 / 7.220
Energy, Ha: -422.55720
Energy above the lowest of the compared OMol25 structures with the same formula, charge and spin, kcal per mole: 117.93

```
24
C8H14N2 (ωB97M-V/def2-TZVPD)
C 1.788 1.131 -0.768
C -1.232 1.164 1.524
C -0.919 -0.836 -0.210
C 0.408 -1.087 -0.453
C 0.918 0.245 0.098
C -0.773 0.610 0.188
N -2.043 -1.622 -0.199
N 1.066 -2.177 -0.997
C 1.461 -0.195 1.346
C -1.243 1.233 -1.027
H -2.072 -2.370 -0.877
H 2.040 -2.003 -1.199
H -2.918 -1.130 -0.104
H 0.953 -3.051 -0.500
H 2.809 0.742 -0.803
H 1.410 1.187 -1.787
H 1.837 2.139 -0.352
H -0.957 2.219 1.584
H -2.320 1.103 1.611
H -0.779 0.640 2.368
H 2.529 -0.177 1.525
H -2.068 0.818 -1.587
H 0.845 -0.661 2.098
H -0.737 2.074 -1.479
```

These are the natural (NBO) partial charges, in e, on atoms 1 to 5: -0.623 -0.614 0.159 0.105 -0.091

=====

3.
Here is an isolated molecule of C2H4N2O2 at a distorted geometry from OMol25. Energies are from ωB97M-V/def2-TZVPD.

Properties
F_max, eV/A: 4.7
SMILES: O/N=C\C=N\O
Lowest unoccupied orbital energy, eV: 0.00
Orbital gap, eV: 9.219
Energy, Ha: -338.43540
Energy above the lowest of the compared OMol25 structures with the same formula, charge and spin, kcal per mole: 136.67

```
10
C2H4N2O2 (ωB97M-V/def2-TZVPD)
O -0.745 1.452 0.974
N 0.584 1.576 0.882
C 1.212 0.547 0.338
C 0.737 -0.596 -0.400
N -0.562 -0.762 -0.584
O -1.033 -1.972 -1.214
H -1.041 2.098 1.601
H 2.245 0.637 0.593
H 1.392 -1.310 -0.773
H -0.218 -2.670 -1.211
```

These are the natural (NBO) partial charges, in e, on atoms 1 to 5: -0.513 -0.069 -0.070 -0.083 -0.028

=====

4.
Here is an isolated molecule of C22H27N3O5S at a distorted geometry from OMol25. Energies are from ωB97M-V/def2-TZVPD.

Properties
F_max, eV/A: 17.3
SMILES: O=C(COc1ccc(S(=O)(=O)N2CCOCC2)cc1)N1CCN(c2ccccc2)CC1
Lowest unoccupied orbital energy, eV: 0.52
Orbital gap, eV: 8.263
Energy, Ha: -1792.44869
Energy above the lowest of the compared OMol25 structures with the same formula, charge and spin, kcal per mole: 513.26

```
58
C22H27N3O5S (ωB97M-V/def2-TZVPD)
O 2.868 -2.313 2.342
C 2.900 -1.185 2.405
C 3.453 -0.339 1.518
O 2.874 0.875 1.031
C 1.632 0.513 0.329
C 1.275 -0.819 0.001
C 0.055 -0.771 -0.808
C -0.403 0.330 -1.257
S -1.991 0.229 -2.280
O -2.634 -1.006 -2.028
O -2.731 1.550 -2.229
N -1.350 0.516 -3.675
C -0.680 1.586 -4.167
C -0.583 1.460 -5.661
O 0.335 0.521 -6.267
C -0.208 -0.707 -5.932
C -0.520 -0.792 -4.101
C 0.023 1.608 -0.905
C 0.879 1.746 -0.121
N 2.324 -0.620 3.533
C 2.424 0.790 3.879
C 1.062 1.379 3.775
N 0.153 0.434 4.058
C -0.861 -0.272 2.991
C -1.175 -1.590 2.816
C -2.053 -1.854 1.747
C -2.877 -0.895 1.129
C -2.448 0.321 1.323
C -1.311 0.712 2.091
C 0.311 -0.689 4.952
C 1.735 -1.497 4.652
H 3.960 -0.841 0.748
H 4.541 0.179 2.025
H 1.777 -1.659 0.350
H -0.422 -1.547 -1.032
H -1.300 2.373 -3.943
H 0.254 1.862 -3.882
H -0.032 2.456 -6.277
H -1.483 1.579 -6.331
H 0.289 -1.646 -6.116
H -1.397 -0.985 -6.427
H -1.070 -1.780 -3.968
H 0.443 -0.835 -3.775
H -0.610 2.738 -1.223
H 1.480 2.512 0.078
H 3.259 1.224 3.213
H 2.892 0.954 4.923
H 0.630 1.920 4.450
H 0.798 1.678 2.645
H -0.639 -2.185 3.382
H -2.168 -2.833 1.579
H -3.356 -1.062 0.319
H -2.843 1.067 0.590
H -1.366 1.894 2.346
H 0.609 0.089 5.971
H -0.397 -1.156 5.371
H 1.422 -2.215 4.291
H 2.232 -1.558 5.541
```

These are the natural (NBO) partial charges, in e, on atoms 1 to 5: -0.569 0.605 -0.164 -0.510 0.343

=====

5.
Here is C19H13Cl3N2O4Sm as an isolated structure at a distorted geometry from OMol25. Energies are from ωB97M-V/def2-TZVPD.

Properties
F_max, eV/A: 4.3
Net charge: +1
Multiplicity: 6
Lowest unoccupied orbital energy (spin up / spin down), eV: -4.45 / -4.44
Orbital gap (spin up / spin down), eV: 6.523 / 6.538
Energy, Ha: -3180.67211

```
42
C19H13Cl3N2O4Sm (ωB97M-V/def2-TZVPD)
Sm 2.027 0.374 -0.881
C 2.705 3.859 -1.253
O 1.904 2.764 -0.771
C 0.819 3.116 0.055
C 0.750 4.307 0.751
C -0.339 4.561 1.573
C -1.353 3.628 1.702
C -1.289 2.433 1.010
C -0.211 2.161 0.173
N -0.063 0.960 -0.560
N -0.959 0.055 -0.365
C -0.885 -1.186 -0.870
C 0.193 -1.763 -1.654
O 1.246 -1.092 -2.031
C 0.095 -3.116 -2.051
C -0.980 -3.884 -1.731
C -2.077 -3.370 -0.993
C -3.195 -4.173 -0.699
C -4.268 -3.655 -0.023
C -4.253 -2.313 0.371
C -3.166 -1.513 0.106
C -2.049 -2.023 -0.573
H 3.252 4.327 -0.438
H 2.070 4.590 -1.750
H 3.412 3.443 -1.967
H 1.531 5.049 0.667
H -0.381 5.498 2.111
H -2.198 3.834 2.345
H -2.066 1.689 1.103
H 0.917 -3.508 -2.635
H -1.011 -4.916 -2.061
H -3.197 -5.208 -1.021
H -5.125 -4.274 0.202
H -5.110 -1.894 0.882
H -3.162 -0.477 0.405
Cl 5.288 -0.473 2.663
C 4.049 -1.524 1.958
Cl 4.799 -2.883 1.118
Cl 2.957 -2.102 3.207
C 3.303 -0.665 0.918
O 3.921 -0.296 -0.113
O 2.100 -0.342 1.118
```

These are the Löwdin partial charges, in e, on atoms 1 to 5: 1.827 -0.019 -0.260 -0.205 -0.006

=====

6.
Here is a 2-piece molecular cluster, C4H11NO2 overall at a distorted geometry from OMol25. Energies are from ωB97M-V/def2-TZVPD.

Properties
F_max, eV/A: 4.4
Net charge: +1
Multiplicity: 2
Lowest unoccupied orbital energy (spin up / spin down), eV: -3.80 / -9.10
Orbital gap (spin up / spin down), eV: 8.856 / 3.559
Energy, Ha: -363.88809
Energy above the lowest of the compared OMol25 structures with the same formula, charge and spin, kcal per mole: 25.29

```
18
C4H11NO2 (ωB97M-V/def2-TZVPD)
C 3.155 1.557 -0.499
C 1.777 2.206 -0.699
N 3.027 0.193 -0.066
H 3.670 1.721 -1.454
H 3.568 2.069 0.382
H 1.920 3.036 -1.388
H 1.136 2.403 0.155
H -1.798 -1.628 2.174
H 2.253 -0.354 -0.448
H 3.938 -0.232 0.117
H 1.154 1.532 -1.312
C -2.414 -0.135 -0.736
C -2.158 -1.118 0.348
O -2.175 -2.309 0.101
O -1.822 -0.843 1.620
H -2.790 0.784 -0.277
H -3.180 -0.438 -1.442
H -1.469 -0.072 -1.278
```

These are the natural (NBO) partial charges, in e, on atoms 1 to 5: -0.327 -0.637 -0.214 0.315 0.280

=====

7.
Here is C18H21NO4 as an isolated structure at a distorted geometry from OMol25. Energies are from ωB97M-V/def2-TZVPD.

Properties
F_max, eV/A: 19.0
Lowest unoccupied orbital energy, eV: -0.12
Orbital gap, eV: 8.005
Energy, Ha: -1053.61275
Energy above the lowest of the compared OMol25 structures with the same formula, charge and spin, kcal per mole: 410.26

```
44
C18H21NO4 (ωB97M-V/def2-TZVPD)
C 4.128 -3.152 0.850
H 5.008 -2.691 0.979
O 2.914 -2.616 1.432
C 2.828 -1.277 1.143
C 3.661 -0.522 0.100
C 3.332 0.883 0.130
C 2.331 1.534 0.893
C 1.459 0.494 1.648
C 1.799 -0.830 1.890
O 1.143 -1.535 2.739
C -0.214 -1.352 3.437
C -1.169 -1.542 2.265
C -1.847 -2.432 1.664
C -2.815 -2.040 0.846
C -2.401 -0.807 0.457
C -2.988 0.250 -0.354
O -4.128 0.039 -0.896
N -2.334 1.323 -0.875
C -1.132 1.463 -0.800
H -0.543 0.930 0.094
C -0.227 1.261 -2.154
C -0.870 2.254 -2.961
C -2.463 1.914 -3.159
C -3.029 2.176 -1.718
H -4.196 1.544 -1.987
H -3.038 3.152 -1.590
H -2.777 2.709 -4.091
H -2.673 0.814 -3.552
H -0.342 2.142 -4.051
H -0.763 3.373 -2.894
H 0.714 1.487 -1.960
H -0.307 0.205 -2.502
H -0.924 2.573 -0.416
O -1.384 -0.274 1.357
H -3.400 -2.573 0.212
H -2.077 -3.492 2.427
H -0.347 -2.087 3.948
H -0.172 -0.040 3.903
H 0.620 1.043 2.285
H 1.936 2.369 0.864
H 3.788 1.604 -0.551
H 4.458 -0.851 0.031
H 4.135 -3.239 -0.229
H 4.305 -4.183 1.145
```

These are the natural (NBO) partial charges, in e, on atoms 1 to 5: -0.269 0.174 -0.471 0.312 -0.265

=====

8.
Here is a 2-piece molecular cluster, H2N2O3 overall at a distorted geometry from OMol25. Energies are from ωB97M-V/def2-TZVPD.

Properties
F_max, eV/A: 3.8
Lowest unoccupied orbital energy (spin up / spin down), eV: -1.27 / -3.10
Orbital gap (spin up / spin down), eV: 10.423 / 8.296
Energy, Ha: -336.14381
Energy above the lowest of the compared OMol25 structures with the same formula, charge and spin, kcal per mole: 76.09

```
7
H2N2O3 (ωB97M-V/def2-TZVPD)
N -1.321 -0.103 -1.138
N 1.205 0.096 0.640
O 1.188 1.199 0.216
O 1.997 -0.471 1.291
O 0.215 -0.744 0.451
H -1.991 -0.713 -0.807
H -1.293 0.735 -0.652
```

These are the natural (NBO) partial charges, in e, on atoms 1 to 5: -0.503 0.708 -0.352 -0.290 -0.185